Formula: C34H28FeN3O3P
Source: OMol25
Level of theory: ωB97M-V/def2-TZVPD

Geometry as XYZ:
```
70
Properties=species:S:1:pos:R:3:mulliken_charge:R:1
Fe 0.337 -1.509 1.147 -0.136
P -0.378 1.192 -0.668 1.631
O -3.199 -0.963 3.065 -0.608
O 0.244 0.299 0.398 -0.111
O -0.814 -2.679 -0.332 -0.716
N 2.457 -1.744 1.128 0.418
N -1.747 -1.770 1.456 0.284
N 2.974 -1.566 2.233 -0.462
C -2.997 -1.581 2.054 0.143
C -0.328 5.231 -0.742 -0.716
C 0.389 -0.925 -4.020 -0.984
C -2.166 1.073 -0.639 0.586
C -4.165 1.247 0.693 -0.728
C -4.930 1.009 -0.445 -0.521
C 2.097 -1.616 3.325 0.034
C 0.416 -1.760 5.508 -0.700
C 3.419 -1.823 -2.413 -0.669
C 2.629 -1.501 4.602 -0.594
C 0.979 1.625 -3.065 -0.797
C 1.168 -0.055 -4.775 -0.568
C -2.934 0.847 -1.779 -0.175
C 3.294 -1.679 -0.021 0.510
C -0.628 3.908 -1.017 -0.409
C -4.319 0.816 -1.677 -0.681
C -1.866 -2.449 0.327 0.703
C 2.679 -1.899 -1.244 -0.111
C 0.032 2.892 -0.321 0.026
C -0.092 -0.526 -2.784 -0.261
C 1.777 -1.564 5.694 -0.567
C -2.784 1.281 0.598 -0.530
C 0.203 0.754 -2.304 0.487
C 5.395 -1.353 -1.127 -0.616
C 1.266 4.529 0.926 -0.625
C 1.462 1.214 -4.300 -0.733
C 0.715 -1.768 3.130 0.963
C -0.122 -1.865 4.220 0.016
C -3.280 -2.827 -0.008 -0.586
C 0.618 5.539 0.230 -0.499
C -4.048 -2.309 1.213 -0.424
C 0.976 3.200 0.653 -0.452
C 4.663 -1.421 0.041 -0.401
C 4.774 -1.542 -2.360 -0.628
H 1.996 4.776 1.686 0.428
H 1.470 2.401 1.191 0.339
H -3.569 -2.336 -0.939 0.229
H 1.210 2.614 -2.690 0.423
H 0.153 -1.914 -4.393 0.442
H -1.374 3.660 -1.764 0.425
H -0.248 -1.815 6.361 0.432
H -4.920 0.652 -2.562 0.462
H -1.190 -1.993 4.103 0.283
H 5.122 -1.275 1.009 0.465
H 2.176 -1.459 6.695 0.389
H 2.936 -1.987 -3.367 0.484
H -4.476 -3.106 1.819 0.335
H 0.844 6.575 0.448 0.406
H 5.350 -1.472 -3.273 0.420
H -2.184 1.476 1.481 0.445
H -4.640 1.405 1.652 0.439
H -2.455 0.711 -2.741 0.441
H 1.548 -0.371 -5.738 0.429
H 1.621 -2.145 -1.279 0.357
H -0.695 -1.207 -2.192 0.348
H -3.353 -3.902 -0.169 0.378
H -6.011 0.985 -0.373 0.440
H 6.457 -1.145 -1.079 0.385
H 3.700 -1.382 4.717 0.475
H -4.853 -1.618 0.968 0.238
H 2.061 1.890 -4.895 0.453
H -0.839 6.021 -1.276 0.418
```

Spin multiplicity   6
Highest occupied orbital energy (alpha / beta)   -0.4197 / -0.4191 Ha
Total charge   +1
Expectation value of S²   8.757
HOMO-LUMO gap (alpha / beta)   7.755 / 7.116 eV